Density functional theory data (wB97M-V/def2-TZVPD) for a cluster of 11 separate species, C75H177N11O19 in total.

The relative energy (zero: lowest compared OMol25 entry of this formula, charge and spin) is 50.2 kcal/mol. The molar mass is 1537.30 g/mol. The charge is 0. Its gap between HOMO and LUMO is 8.721 eV. Its SMILES is CC1(C)CCCC(C)(C)N1O.CC1(C)CCCC(C)(C)N1O.CC1(C)CCCC(C)(C)N1O.COCCNCCOC.COCCNCCOC.COCCNCCOC.COCCNCCOC.COCCNCCOC.COCCNCCOC.COCCNCCOC.COCCNCCOC.

Last column: Löwdin charge in e.
Cartesian coordinates (Å):
1 C 7.57 -3.09 2.67  -0.132
2 O 6.32 -3.56 3.05  -0.175
3 C 5.23 -2.64 3.09  -0.210
4 C 4.73 -2.39 1.71  -0.225
5 N 4.37 -3.52 0.87  -0.032
6 C 3.21 -4.32 1.32  -0.166
7 C 1.80 -3.62 1.06  -0.231
8 O 0.75 -4.33 1.63  -0.230
9 C 0.37 -5.52 0.89  -0.054
10 H 8.39 -3.84 2.96  0.115
11 H 7.87 -2.14 3.15  0.089
12 H 7.62 -2.99 1.60  0.067
13 H 5.39 -1.65 3.56  0.129
14 H 4.45 -3.11 3.67  0.101
15 H 5.44 -1.85 1.22  0.068
16 H 3.84 -1.81 1.83  0.100
17 H 5.13 -4.14 0.77  0.083
18 H 3.24 -4.42 2.44  0.120
19 H 3.29 -5.26 0.76  0.115
20 H 1.81 -3.61 -0.06  0.108
21 H 1.74 -2.59 1.50  0.109
22 H -0.53 -5.88 1.38  0.071
23 H 1.25 -6.25 1.01  0.107
24 H 0.22 -5.24 -0.16  0.080
25 C -0.68 -2.90 -2.49  -0.086
26 O -0.93 -3.74 -3.60  -0.199
27 C -1.69 -3.20 -4.59  -0.260
28 C -1.98 -4.39 -5.59  -0.183
29 N -0.84 -5.06 -6.21  -0.061
30 C 0.04 -4.33 -7.19  -0.184
31 C 1.16 -5.28 -7.55  -0.254
32 O 2.01 -5.40 -6.43  -0.213
33 C 3.16 -6.15 -6.74  -0.100
34 H -0.38 -1.88 -2.80  0.078
35 H 0.14 -3.47 -2.04  0.085
36 H -1.56 -2.81 -1.91  0.067
37 H -1.13 -2.39 -5.02  0.102
38 H -2.64 -2.81 -4.28  0.109
39 H -2.69 -4.02 -6.31  0.102
40 H -2.54 -5.04 -4.86  0.128
41 H -0.20 -5.45 -5.52  0.096
42 H 0.39 -3.39 -6.76  0.100
43 H -0.67 -4.06 -7.99  0.121
44 H 1.68 -4.82 -8.47  0.141
45 H 0.79 -6.28 -7.88  0.132
46 H 2.84 -7.10 -7.23  0.099
47 H 3.81 -6.27 -5.91  0.064
48 H 3.73 -5.52 -7.47  0.087
49 C -0.08 1.39 -3.92  -0.144
50 O 0.44 0.56 -2.96  -0.194
51 C 1.50 1.09 -2.22  -0.204
52 C 1.82 0.19 -1.02  -0.204
53 N 1.03 0.34 0.15  -0.013
54 C -0.24 -0.37 0.19  -0.198
55 C -0.92 -0.39 1.54  -0.219
56 O -1.11 0.86 2.14  -0.199
57 C -2.06 1.62 1.37  -0.092
58 H -0.79 0.84 -4.50  0.080
59 H 0.59 1.81 -4.66  0.077
60 H -0.60 2.27 -3.49  0.091
61 H 1.17 2.06 -1.83  0.115
62 H 2.42 1.34 -2.85  0.122
63 H 2.88 0.35 -0.85  0.104
64 H 1.78 -0.78 -1.51  0.097
65 H 1.51 0.17 1.03  0.107
66 H -0.22 -1.42 -0.05  0.100
67 H -0.90 0.11 -0.54  0.110
68 H -0.41 -1.05 2.21  0.099
69 H -1.97 -0.79 1.45  0.091
70 H -2.81 0.99 0.89  0.074
71 H -1.50 2.22 0.58  0.103
72 H -2.43 2.43 2.03  0.085
73 C 7.72 1.47 -3.32  -0.140
74 O 7.24 2.65 -3.83  -0.214
75 C 6.24 3.35 -2.98  -0.135
76 C 4.82 2.77 -3.12  -0.239
77 N 4.01 2.88 -4.30  -0.055
78 C 3.83 4.29 -4.75  -0.152
79 C 2.47 4.84 -4.24  -0.210
80 O 2.32 4.81 -2.83  -0.198
81 C 1.12 5.36 -2.43  -0.155
82 H 8.55 1.28 -4.00  0.098
83 H 6.94 0.69 -3.30  0.068
84 H 7.99 1.70 -2.29  0.072
85 H 6.29 4.32 -3.44  0.097
86 H 6.58 3.35 -1.90  0.133
87 H 4.21 3.28 -2.37  0.100
88 H 4.82 1.73 -2.75  0.105
89 H 4.16 2.28 -5.10  0.094
90 H 3.61 4.26 -5.86  0.131
91 H 4.71 4.88 -4.52  0.101
92 H 1.61 4.35 -4.74  0.120
93 H 2.51 5.92 -4.46  0.120
94 H 0.23 5.02 -3.06  0.091
95 H 1.04 6.49 -2.55  0.106
96 H 0.89 5.12 -1.40  0.066
97 C -6.95 0.97 8.82  -0.128
98 O -5.66 0.55 8.40  -0.201
99 C -5.73 0.24 6.98  -0.198
100 C -4.34 -0.21 6.54  -0.225
101 N -3.35 0.76 6.92  -0.052
102 C -2.01 0.64 6.36  -0.191
103 C -1.56 1.71 5.38  -0.226
104 O -1.28 2.91 6.04  -0.229
105 C -2.31 3.63 6.72  -0.088
106 H -7.18 0.69 9.81  0.066
107 H -7.72 0.56 8.14  0.087
108 H -7.05 2.07 8.83  0.088
109 H -6.11 1.14 6.43  0.138
110 H -6.42 -0.61 6.91  0.112
111 H -4.57 -0.33 5.51  0.106
112 H -4.18 -1.18 6.96  0.110
113 H -3.42 0.86 7.93  0.108
114 H -1.98 -0.33 5.82  0.120
115 H -1.28 0.56 7.19  0.131
116 H -2.25 1.78 4.51  0.123
117 H -0.57 1.37 5.07  0.084
118 H -2.72 3.17 7.64  0.073
119 H -3.16 3.64 5.97  0.101
120 H -1.94 4.63 6.95  0.079
121 C 1.58 4.18 4.91  -0.076
122 O 2.28 3.82 3.69  -0.212
123 C 1.46 3.29 2.63  -0.192
124 C 2.39 3.13 1.45  -0.225
125 N 3.48 2.22 1.73  -0.034
126 C 4.71 2.54 0.94  -0.155
127 C 5.51 1.24 0.96  -0.248
128 O 6.75 1.59 0.43  -0.212
129 C 7.65 0.52 0.35  -0.129
130 H 2.33 4.34 5.73  0.104
131 H 0.82 3.43 5.16  0.053
132 H 1.05 5.10 4.80  0.064
133 H 0.68 3.96 2.36  0.098
134 H 1.00 2.37 2.97  0.105
135 H 2.69 4.17 1.16  0.130
136 H 1.74 2.75 0.66  0.097
137 H 3.66 2.28 2.71  0.087
138 H 5.33 3.35 1.32  0.126
139 H 4.44 2.67 -0.12  0.105
140 H 5.03 0.39 0.39  0.121
141 H 5.69 0.89 2.00  0.124
142 H 7.70 -0.05 1.29  0.073
143 H 8.69 0.87 0.12  0.097
144 H 7.39 -0.19 -0.47  0.091
145 C -0.67 -4.23 6.16  -0.094
146 O 0.10 -3.08 5.91  -0.193
147 C 0.67 -2.94 4.61  -0.236
148 C 1.66 -1.89 4.70  -0.278
149 N 1.00 -0.70 5.07  -0.015
150 C 1.92 0.41 5.24  -0.183
151 C 3.23 0.14 6.04  -0.208
152 O 3.02 0.04 7.42  -0.156
153 C 2.63 1.27 7.98  -0.116
154 H -0.09 -5.11 5.88  0.084
155 H -1.64 -4.29 5.59  0.082
156 H -0.92 -4.28 7.24  0.098
157 H -0.11 -2.52 3.99  0.112
158 H 1.05 -3.86 4.14  0.126
159 H 2.11 -1.80 3.73  0.108
160 H 2.39 -2.28 5.41  0.131
161 H 0.54 -1.01 5.94  0.117
162 H 1.46 1.27 5.70  0.081
163 H 2.20 0.64 4.25  0.096
164 H 3.90 1.00 5.78  0.131
165 H 3.60 -0.81 5.59  0.100
166 H 1.66 1.63 7.79  0.066
167 H 3.36 2.04 7.79  0.082
168 H 2.75 1.16 9.08  0.101
169 C 1.08 7.10 0.69  -0.072
170 O 0.02 6.12 0.67  -0.268
171 C -1.07 6.47 1.52  -0.200
172 C -2.00 7.59 0.94  -0.220
173 N -2.97 7.18 -0.04  -0.051
174 C -2.25 6.50 -1.12  -0.225
175 C -2.89 6.73 -2.47  -0.169
176 O -2.51 5.59 -3.34  -0.257
177 C -2.62 5.86 -4.71  -0.138
178 H 1.54 7.04 1.67  0.088
179 H 0.60 8.09 0.56  0.078
180 H 1.76 6.85 -0.13  0.081
181 H -0.63 6.77 2.46  0.108
182 H -1.67 5.57 1.57  0.116
183 H -1.27 8.30 0.33  0.131
184 H -2.30 8.22 1.82  0.125
185 H -3.66 6.51 0.36  0.119
186 H -2.14 5.40 -1.02  0.117
187 H -1.24 6.87 -1.23  0.096
188 H -2.43 7.66 -2.94  0.140
189 H -3.97 6.80 -2.49  0.106
190 H -3.54 6.52 -4.84  0.098
191 H -2.86 4.90 -5.21  0.092
192 H -1.74 6.40 -5.10  0.083
193 C 4.81 -1.79 -3.05  -0.008
194 C 4.07 -2.72 -4.05  -0.463
195 C 2.73 -2.12 -4.50  -0.119
196 C 2.90 -0.98 -5.51  -0.165
197 C 3.66 -1.44 -6.70  -0.129
198 C 5.05 -1.89 -6.24  -0.529
199 N 4.89 -2.97 -5.31  -0.060
200 O 6.13 -3.47 -4.78  -0.034
201 C 5.71 -2.59 -7.51  -0.041
202 C 6.06 -0.78 -5.96  -0.027
203 C 3.76 -4.03 -3.40  -0.035
204 H 4.27 -2.05 -2.12  0.081
205 H 4.66 -0.73 -3.25  0.050
206 H 5.88 -1.97 -2.88  0.082
207 H 2.16 -2.94 -4.94  0.109
208 H 2.17 -1.87 -3.64  0.086
209 H 3.42 -0.20 -4.94  0.092
210 H 1.89 -0.70 -5.74  0.104
211 H 3.87 -0.69 -7.46  0.124
212 H 3.10 -2.27 -7.16  0.123
213 H 5.70 -1.96 -8.45  0.105
214 H 6.73 -2.85 -7.23  0.071
215 H 5.17 -3.52 -7.70  0.064
216 H 5.68 0.11 -5.35  0.092
217 H 6.88 -1.34 -5.56  0.073
218 H 6.44 -0.36 -6.86  0.065
219 H 2.93 -3.96 -2.75  0.066
220 H 4.52 -4.48 -2.82  0.076
221 H 3.48 -4.78 -4.13  0.074
222 H 6.41 -4.22 -5.31  0.096
223 C -3.56 -4.85 1.24  -0.044
224 C -4.57 -3.82 1.72  -0.519
225 C -5.83 -3.94 0.93  -0.180
226 C -6.90 -4.78 1.45  -0.211
227 C -7.20 -4.46 2.89  -0.134
228 C -5.91 -4.69 3.77  -0.437
229 N -4.84 -3.80 3.16  -0.061
230 O -3.64 -4.14 3.85  -0.064
231 C -6.20 -4.18 5.23  -0.025
232 C -5.46 -6.19 3.77  -0.023
233 C -3.88 -2.43 1.36  -0.039
234 H -3.02 -4.49 0.35  0.087
235 H -3.98 -5.84 1.02  0.086
236 H -2.80 -5.00 2.02  0.072
237 H -6.17 -2.85 0.76  0.144
238 H -5.53 -4.25 -0.06  0.123
239 H -6.65 -5.86 1.42  0.119
240 H -7.82 -4.66 0.88  0.116
241 H -8.07 -4.97 3.24  0.105
242 H -7.51 -3.38 2.95  0.132
243 H -6.92 -4.81 5.74  0.072
244 H -5.28 -4.29 5.83  0.080
245 H -6.56 -3.16 5.09  0.072
246 H -5.17 -6.61 2.80  0.061
247 H -4.58 -6.36 4.37  0.072
248 H -6.22 -6.87 4.11  0.078
249 H -2.92 -2.45 1.99  0.087
250 H -4.48 -1.55 1.60  0.079
251 H -3.55 -2.37 0.29  0.079
252 H -3.35 -3.27 4.11  0.084
253 C -6.93 2.95 -0.27  -0.013
254 C -6.45 3.22 -1.73  -0.505
255 C -5.15 3.97 -1.76  -0.146
256 C -4.07 2.97 -1.35  -0.189
257 C -3.94 1.87 -2.40  -0.130
258 C -5.23 1.12 -2.52  -0.560
259 N -6.30 2.06 -2.61  -0.106
260 O -7.57 1.35 -2.61  -0.027
261 C -5.28 0.41 -3.91  -0.029
262 C -5.32 0.10 -1.37  -0.020
263 C -7.52 4.06 -2.48  -0.029
264 H -7.91 2.51 -0.18  0.066
265 H -6.95 3.88 0.33  0.087
266 H -6.27 2.24 0.30  0.076
267 H -4.91 4.36 -2.77  0.124
268 H -5.21 4.91 -1.14  0.132
269 H -4.25 2.56 -0.35  0.083
270 H -3.11 3.46 -1.20  0.092
271 H -3.02 1.22 -2.28  0.142
272 H -3.84 2.49 -3.34  0.133
273 H -4.47 -0.32 -4.06  0.072
274 H -6.21 -0.14 -4.01  0.068
275 H -5.23 1.12 -4.78  0.100
276 H -4.55 -0.70 -1.55  0.090
277 H -5.02 0.56 -0.41  0.059
278 H -6.33 -0.37 -1.37  0.092
279 H -7.29 5.11 -2.34  0.077
280 H -8.53 3.94 -2.16  0.071
281 H -7.37 3.87 -3.54  0.090
282 H -8.00 1.74 -3.40  0.109